[1]
Formula: C18H43N5O4
Source: the OMol25 dataset
Level of theory: ωB97M-V with the def2-TZVPD basis set

XYZ file:
```
70
Properties=species:S:1:pos:R:3:nbo_charge:R:1
C -0.51 7.14 -1.82 -0.620
C -0.41 5.61 -1.83 -0.221
N -1.52 5.01 -2.55 -0.458
C -1.32 3.57 -2.66 -0.228
C -0.06 3.18 -3.43 -0.620
C -2.80 5.31 -1.92 -0.220
C -3.65 6.37 -2.64 -0.616
H -0.64 7.46 -2.85 0.209
H 0.37 7.65 -1.44 0.210
H -1.29 7.58 -1.20 0.200
H 0.53 5.46 -2.38 0.196
H -0.32 5.21 -0.81 0.174
H -1.39 3.04 -1.69 0.197
H -2.08 3.04 -3.24 0.183
H -0.20 2.16 -3.79 0.206
H 0.10 3.91 -4.23 0.211
H 0.86 3.31 -2.85 0.202
H -2.66 5.64 -0.88 0.178
H -3.38 4.38 -1.84 0.193
H -3.54 6.36 -3.73 0.212
H -3.29 7.36 -2.38 0.202
H -4.70 6.24 -2.39 0.205
C -2.61 -4.61 -2.27 -0.715
C -2.24 -4.55 -0.80 0.681
O -2.05 -3.49 -0.20 -0.666
N -2.11 -5.73 -0.18 -0.603
C -1.83 -5.94 1.22 -0.419
H -3.51 -5.22 -2.36 0.230
H -1.85 -5.04 -2.91 0.234
H -2.89 -3.62 -2.61 0.242
H -2.09 -6.56 -0.75 0.390
H -2.28 -6.88 1.53 0.207
H -2.28 -5.17 1.85 0.226
H -0.76 -5.89 1.44 0.198
C -0.59 -0.03 2.04 -0.723
C -1.22 0.53 0.78 0.676
O -1.23 1.72 0.53 -0.643
N -1.69 -0.40 -0.08 -0.631
C -2.44 -0.10 -1.29 -0.410
H -0.63 0.71 2.83 0.236
H 0.46 -0.28 1.92 0.258
H -1.15 -0.92 2.32 0.209
H -1.56 -1.39 0.07 0.422
H -2.59 -1.05 -1.78 0.201
H -1.94 0.65 -1.90 0.204
H -3.42 0.34 -1.05 0.195
C 4.66 -2.54 0.54 -0.721
C 3.27 -1.96 0.40 0.672
O 2.84 -1.16 1.22 -0.644
N 2.49 -2.48 -0.58 -0.613
C 1.13 -1.99 -0.82 -0.416
H 5.30 -1.82 1.05 0.248
H 5.16 -2.76 -0.41 0.219
H 4.65 -3.35 1.27 0.235
H 2.82 -3.12 -1.27 0.393
H 0.69 -2.55 -1.64 0.202
H 1.15 -0.92 -1.00 0.219
H 0.59 -2.25 0.10 0.209
C 4.64 -2.93 4.12 -0.719
C 4.46 -1.61 4.83 0.684
O 5.39 -0.83 4.99 -0.620
N 3.19 -1.31 5.23 -0.623
C 2.00 -1.95 4.76 -0.426
H 4.00 -2.97 3.25 0.228
H 4.28 -3.68 4.83 0.220
H 5.69 -3.15 3.94 0.240
H 3.08 -0.37 5.58 0.402
H 1.82 -1.73 3.69 0.205
H 1.11 -1.61 5.30 0.211
H 1.98 -3.04 4.84 0.196
```

## Properties
- Energy relative to the best compared isomer or geometry (same formula, charge and spin): 0.0 kJ/mol
- SMILES: CCN(CC)CC.CNC(C)=O.CNC(C)=O.CNC(C)=O.CNC(C)=O
- Spin multiplicity: 1
- HOMO: -8.004 eV
- Maximum force: 0.0294 Eh/bohr

***

[2]
Formula: C18H43NNaO4
Source: the OMol25 dataset
Level of theory: ωB97M-V with the def2-TZVPD basis set

XYZ file:
```
67
Properties=species:S:1:pos:R:3:nbo_charge:R:1
Na 0.77 -0.26 0.20 0.926
C -0.11 -3.66 -1.33 -0.633
C -0.31 -2.56 -2.34 0.098
C -1.74 -2.08 -2.44 -0.626
O 0.54 -1.44 -1.92 -0.797
H -0.56 -4.59 -1.68 0.233
H -0.61 -3.42 -0.39 0.202
H 0.94 -3.85 -1.15 0.226
H 0.04 -2.84 -3.34 0.181
H -2.41 -2.90 -2.69 0.228
H -1.82 -1.33 -3.23 0.213
H -2.06 -1.63 -1.50 0.206
H 0.80 -0.92 -2.69 0.485
C 3.47 -3.71 0.22 -0.631
C 3.54 -2.45 1.08 0.092
C 4.34 -1.37 0.41 -0.631
O 2.21 -1.93 1.29 -0.774
H 2.77 -4.43 0.67 0.207
H 4.44 -4.20 0.18 0.229
H 3.18 -3.49 -0.81 0.210
H 3.98 -2.75 2.03 0.177
H 5.38 -1.66 0.31 0.229
H 4.31 -0.44 0.97 0.225
H 3.95 -1.17 -0.59 0.204
H 1.71 -2.63 1.72 0.478
C 4.41 2.96 0.44 -0.636
C 3.13 2.50 -0.22 0.098
C 3.38 1.73 -1.50 -0.622
O 2.37 1.65 0.67 -0.773
H 4.21 3.69 1.21 0.217
H 5.07 3.38 -0.32 0.228
H 4.91 2.09 0.87 0.217
H 2.49 3.35 -0.45 0.165
H 4.19 1.01 -1.37 0.216
H 3.73 2.44 -2.26 0.230
H 2.47 1.26 -1.88 0.198
H 2.18 2.15 1.47 0.481
C -1.00 2.17 -1.17 -0.603
C -2.18 1.90 -0.24 0.100
C -3.31 1.30 -1.07 -0.395
C -4.41 0.69 -0.21 -0.408
C -3.86 -0.35 0.75 -0.395
C -2.70 0.18 1.61 0.109
N -1.76 0.88 0.72 -0.200
O -0.61 1.30 1.46 -0.626
C -3.23 1.07 2.74 -0.651
C -1.98 -1.01 2.20 -0.600
C -2.62 3.24 0.38 -0.641
H -0.61 1.25 -1.61 0.195
H -1.30 2.85 -1.97 0.226
H -0.17 2.64 -0.63 0.216
H -3.76 2.10 -1.66 0.223
H -2.91 0.59 -1.79 0.211
H -4.88 1.49 0.38 0.201
H -5.19 0.28 -0.84 0.229
H -3.52 -1.24 0.21 0.204
H -4.64 -0.67 1.43 0.223
H -3.99 0.55 3.34 0.233
H -3.75 1.96 2.38 0.218
H -2.42 1.38 3.40 0.210
H -2.70 -1.68 2.67 0.227
H -1.26 -0.72 2.96 0.219
H -1.45 -1.56 1.41 0.189
H -3.69 3.31 0.55 0.222
H -2.13 3.44 1.34 0.193
H -2.36 4.06 -0.29 0.229
H -0.87 2.11 1.92 0.464
```

## Properties
- Energy relative to the best compared isomer or geometry (same formula, charge and spin): 5.0 kJ/mol
- Spin multiplicity: 1
- HOMO: -11.943 eV
- Maximum force: 0.0202 Eh/bohr
- Charge: +1